(1)
{
  "formula": "C9H14",
  "method": "the ωB97M-V functional and the def2-TZVPD basis",
  "species": ["C", "C", "C", "C", "C", "C", "C", "H", "H", "H", "H", "H", "H", "H", "H", "C", "C", "H", "H", "H", "H", "H", "H"],
  "coordinates": [[0.1792, 1.1646, -3.9342], [0.2824, 1.3083, -2.4360], [-0.6242, 2.0609, -1.7143], [-0.6430, 1.9946, -0.3153], [0.0868, 0.9878, 0.2949], [0.9796, 0.2117, -0.4098], [1.1297, 0.3901, -1.7785], [0.2039, 2.1195, -4.4693], [-0.7842, 0.7618, -4.2499], [0.9077, 0.5149, -4.3119], [-1.2751, 2.7407, -2.2508], [-0.9899, 2.8312, 0.2779], [-0.1378, 0.8390, 1.3440], [1.6680, -0.5121, 0.0083], [2.0217, 0.1153, -2.3246], [-0.3856, -1.6274, 3.7439], [-0.2716, -2.7520, 2.7705], [-1.1597, -1.8295, 4.4974], [0.4185, -1.3365, 4.4129], [-0.8231, -0.7059, 3.3879], [-0.1969, -3.7114, 3.2860], [0.5284, -2.6696, 2.0316], [-1.1150, -2.8961, 2.1392]],
  "orbital_gap_ev": 10.000,
  "e_above_lowest_kcal_mol": 24.8,
  "homo_ha": -0.32869
}

---

(2)
{
  "formula": "C2H9NOP2",
  "method": "the ωB97M-V functional and the def2-TZVPD basis",
  "species": ["C", "C", "O", "N", "P", "P", "H", "H", "H", "H", "H", "H", "H", "H", "H"],
  "coordinates": [[-1.9138, -0.8210, 0.0146], [-0.9390, 0.3038, 0.1962], [-1.3484, 1.5168, -0.4365], [0.4059, -0.0452, -0.2737], [1.6716, 0.8735, 0.4644], [3.3180, -0.4645, -0.2408], [-2.2546, -1.3054, 0.9674], [-1.2599, -1.5802, -0.5090], [-2.7079, -0.2835, -0.6636], [-0.8025, 0.2812, 1.2728], [-2.2304, 1.7355, -0.1837], [0.3246, -0.0287, -1.2255], [1.9541, 1.8725, -0.3486], [3.5148, 0.0832, -1.4944], [4.2970, 0.3807, 0.3550]],
  "orbital_gap_ev": 10.131,
  "e_above_lowest_kcal_mol": 21.4,
  "homo_ha": -0.34100
}

---

(3)
{
  "formula": "C9H27F6K2N3O24P3S6",
  "method": "the ωB97M-V functional and the def2-TZVPD basis",
  "species": ["K", "K", "N", "S", "O", "O", "F", "S", "O", "O", "F", "N", "S", "O", "O", "F", "S", "O", "O", "F", "N", "S", "O", "O", "F", "S", "O", "O", "F", "C", "O", "P", "O", "O", "C", "O", "C", "H", "H", "H", "H", "H", "H", "H", "H", "H", "C", "O", "P", "O", "O", "C", "O", "C", "H", "H", "H", "H", "H", "H", "H", "H", "H", "C", "O", "P", "O", "O", "C", "O", "C", "H", "H", "H", "H", "H", "H", "H", "H", "H"],
  "coordinates": [[-1.9650, 3.2183, -1.8274], [-3.6728, 0.4270, 1.9819], [-1.4401, -0.2599, 0.7973], [-1.5211, -0.9189, -0.7745], [-0.3236, -1.5878, -1.2120], [-2.2861, -0.1139, -1.6842], [-2.5021, -2.2155, -0.4357], [-0.2434, 0.6026, 0.5940], [-0.2671, 1.4954, -0.5846], [1.0270, -0.0415, 0.9359], [-0.6197, 1.7231, 1.6926], [-1.0173, 0.5346, -6.0715], [-2.3885, -0.1889, -5.4883], [-3.4118, 0.7095, -4.9029], [-2.1480, -1.5187, -4.8968], [-3.0128, -0.6040, -6.8900], [-0.3645, 0.7082, -4.7565], [0.5965, -0.3312, -4.4643], [-0.9532, 1.4476, -3.7040], [0.6858, 1.7663, -5.4165], [2.4041, -0.9596, 5.2831], [3.3046, 0.3360, 4.5365], [2.6949, 0.8332, 3.3159], [4.7697, 0.1660, 4.6938], [2.9351, 1.6111, 5.5331], [2.1060, -1.7434, 4.0392], [3.1470, -2.2824, 3.2168], [0.9011, -1.4271, 3.3618], [1.7293, -3.0649, 4.9099], [4.3781, -1.4977, 0.5753], [5.3344, -0.9941, -0.3814], [4.9850, -0.4204, -1.8814], [4.1966, -1.3692, -2.6871], [4.1705, 0.9488, -1.6790], [4.6043, 1.9596, -0.8857], [6.3720, 0.0979, -2.5189], [6.3344, 0.8522, -3.7305], [4.4038, -2.5840, 0.6609], [3.3502, -1.2252, 0.3362], [4.5600, -0.8838, 1.4574], [4.5027, 2.9346, -1.3623], [5.6606, 2.0087, -0.6213], [4.0887, 2.1297, 0.0594], [7.3043, 0.8308, -4.2275], [5.8583, 1.8327, -3.7183], [5.8522, 0.2112, -4.4685], [-5.8247, -4.3748, -6.2593], [-5.4011, -5.6060, -5.6200], [-3.8186, -5.7356, -5.1126], [-3.4127, -6.8292, -4.1974], [-2.9965, -5.6817, -6.6147], [-1.5785, -5.5125, -6.6318], [-3.5582, -4.3472, -4.3087], [-4.1786, -4.0791, -3.0068], [-5.7660, -3.6476, -5.4495], [-6.8397, -4.3233, -6.6534], [-5.1871, -4.1048, -7.1012], [-1.0530, -6.4640, -6.5504], [-1.2765, -4.8758, -5.8002], [-1.1685, -5.0844, -7.5466], [-4.4300, -3.0196, -3.0565], [-3.3047, -4.2085, -2.3683], [-4.9452, -4.7764, -2.6689], [0.6891, 6.1447, 8.0674], [-0.5049, 5.4426, 8.1612], [-0.7581, 4.1048, 7.2159], [0.1052, 2.8646, 7.5222], [-2.3124, 3.9860, 7.4305], [-2.8357, 4.0987, 8.7674], [-0.6196, 4.7183, 5.6925], [-1.5168, 4.2664, 4.7086], [1.5095, 5.4581, 7.8582], [0.9871, 6.7385, 8.9315], [0.5257, 6.8743, 7.2743], [-2.2262, 4.1974, 9.6656], [-3.4888, 3.2308, 8.8587], [-3.5990, 4.8732, 8.8427], [-1.9378, 5.1852, 4.3002], [-2.3493, 3.6411, 5.0310], [-1.0485, 3.6930, 3.9086]],
  "orbital_gap_ev": 5.810,
  "e_above_lowest_kcal_mol": 114.6,
  "homo_ha": -0.23578,
  "total_charge": -1
}

---

(4)
{
  "formula": "F2NO4S2Sn",
  "method": "the ωB97M-V functional and the def2-TZVPD basis",
  "species": ["Sn", "N", "S", "O", "O", "F", "S", "O", "O", "F"],
  "coordinates": [[0.7708, -2.5319, 0.5016], [-0.2603, -0.8134, 0.0269], [-0.6816, 0.2304, -0.9964], [0.1416, 0.5050, -2.1481], [-1.5270, 1.3142, -0.5873], [-1.8061, -0.6345, -1.6521], [0.5666, 0.3938, 0.8700], [-0.3192, 1.0248, 1.8242], [1.7369, 1.0607, 0.2787], [1.3782, -0.5492, 1.8824]],
  "orbital_gap_ev": 7.444,
  "e_above_lowest_kcal_mol": 75.0,
  "homo_ha": -0.57398,
  "total_charge": 1
}

---

(5)
{
  "formula": "C10H23AlBr2O4PS",
  "method": "the ωB97M-V functional and the def2-TZVPD basis",
  "species": ["C", "C", "C", "O", "Al", "C", "C", "O", "C", "C", "C", "P", "O", "O", "S", "H", "H", "H", "H", "H", "H", "H", "H", "H", "H", "H", "H", "H", "H", "H", "H", "H", "H", "H", "Br", "C", "C", "Br", "H", "H", "H", "H"],
  "coordinates": [[3.7846, -2.1202, -0.1807], [4.7520, -1.3063, -1.0464], [4.1362, -0.0635, -1.7569], [2.7431, -0.0930, -1.8618], [1.6563, 0.7222, -0.7716], [2.5228, 1.2423, 0.9795], [1.6665, 2.0063, 1.9093], [1.9472, 3.0211, 2.5096], [-0.0174, -0.3301, -0.5378], [-1.2105, 0.4751, 0.0269], [-1.8338, -0.0755, 1.3269], [1.0489, 2.8264, -1.8204], [0.3826, 3.9146, -0.7698], [-0.2113, 2.6365, -2.8693], [2.5206, 3.6889, -2.7518], [2.7690, -2.0332, -0.5689], [4.0523, -3.1785, -0.1695], [3.7786, -1.7759, 0.8557], [5.5870, -0.9627, -0.4289], [5.1889, -1.9647, -1.8028], [4.4807, 0.8485, -1.2491], [4.5582, -0.0131, -2.7680], [3.4504, 1.8060, 0.8268], [2.7794, 0.3052, 1.4945], [0.6324, 1.6017, 2.0439], [-0.2833, -0.7656, -1.5067], [0.1908, -1.1828, 0.1218], [-0.9251, 1.5201, 0.2222], [-1.9925, 0.5383, -0.7367], [-1.8843, 0.6811, 2.1139], [-1.2373, -0.9043, 1.7151], [-2.8482, -0.4425, 1.1582], [-0.1653, 3.4736, -0.1084], [-1.0591, 2.6673, -2.4112], [-5.2549, -1.9874, -0.8293], [-6.1125, -2.7275, 0.7456], [-6.8605, -1.6803, 1.5311], [-5.6523, -0.4743, 2.4507], [-5.3250, -3.1850, 1.3370], [-6.7985, -3.4934, 0.3906], [-7.4726, -2.1497, 2.2980], [-7.4841, -1.0658, 0.8888]],
  "orbital_gap_ev": 6.541,
  "homo_ha": -0.16786,
  "total_charge": -1
}

---

(6)
{
  "formula": "C2H6N2O2",
  "method": "the ωB97M-V functional and the def2-TZVPD basis",
  "species": ["C", "C", "N", "N", "O", "O", "H", "H", "H", "H", "H", "H"],
  "coordinates": [[-0.9348, 0.9674, 0.0140], [0.4797, -0.4272, 0.1955], [-0.9524, 2.0144, 0.6715], [-0.1506, -1.5946, -0.3799], [-0.3850, -1.1617, -1.9357], [0.6417, -2.6574, -0.3922], [0.0695, -1.8880, -2.3663], [-1.6375, 0.6940, -0.7515], [1.3483, -0.0074, -0.3105], [0.6109, -0.5294, 1.2639], [-0.1858, 2.1444, 1.3674], [1.0960, 2.4456, 2.6239]],
  "orbital_gap_ev": 5.634,
  "e_above_lowest_kcal_mol": 37.8,
  "homo_ha": 0.05118,
  "total_charge": -2
}

---

Q: Number 4 is which compound?
A: F2NO4S2Sn